No. 1
{"formula": "C34H46BClF9N10O10P2S2", "method": "ωB97M-V with the def2-TZVPD basis set", "symbols": ["C", "O", "C", "C", "C", "C", "B", "N", "O", "C", "P", "O", "O", "O", "C", "N", "C", "S", "P", "O", "Cl", "C", "O", "N", "O", "S", "O", "O", "C", "F", "F", "C", "F", "F", "C", "F", "F", "C", "F", "F", "F", "N", "C", "N", "H", "H", "H", "H", "H", "H", "H", "H", "H", "H", "H", "H", "H", "H", "H", "H", "H", "H", "H", "H", "H", "N", "C", "C", "C", "C", "H", "H", "H", "H", "H", "N", "C", "C", "C", "C", "H", "H", "H", "H", "H", "N", "C", "C", "C", "C", "H", "H", "H", "H", "H", "N", "C", "C", "C", "C", "H", "H", "H", "H", "H", "N", "C", "C", "C", "C", "H", "H", "H", "H", "H"], "coordinates": [[-3.68624, -0.12757, 4.70275], [-3.88765, -1.46350, 4.28226], [-2.77296, -2.30766, 4.40742], [-2.17231, -2.69376, 3.05144], [-2.12157, -1.48251, 2.12380], [-1.41293, -1.61959, 0.75526], [-2.45562, -2.06075, -0.38957], [-2.59312, -1.26121, -1.60568], [-3.17632, -3.18703, -0.23992], [-0.12443, -2.46382, 0.51447], [-0.09070, -4.29936, 0.52048], [1.26059, -4.83956, 0.59056], [-1.06287, -4.91006, 1.60306], [-0.73549, -4.72757, -0.88102], [1.09048, -1.70758, 1.20027], [2.15272, -1.98421, 0.22976], [3.23733, -2.46836, 0.54942], [4.52024, -3.22011, 0.91751], [1.25713, -2.19866, 3.07323], [1.51167, -3.79190, 2.99165], [3.09121, -1.47492, 3.67799], [0.55778, -0.15892, 1.17372], [0.55113, 0.16208, 2.52491], [0.24081, 1.56208, 2.83688], [0.67526, 1.83405, 3.85652], [1.85890, 0.81693, 0.28839], [1.70043, 0.49871, -1.09587], [3.12538, 0.58106, 0.87273], [1.62657, 2.67352, 0.43590], [2.32852, 3.06022, 1.50651], [0.35983, 3.07061, 0.63112], [2.16064, 3.39919, -0.83644], [1.21826, 3.23271, -1.78204], [3.32391, 2.85902, -1.22903], [2.41018, 4.90636, -0.61061], [1.36466, 5.50345, -0.01838], [3.48427, 5.09313, 0.16624], [2.68432, 5.68190, -1.94161], [1.62417, 5.61782, -2.75379], [2.84690, 6.96546, -1.58858], [3.79909, 5.28410, -2.53946], [-0.76474, -0.24256, 0.49631], [-1.63155, 0.97038, 0.39689], [-1.43952, 1.56521, -0.92174], [-4.09889, 0.04614, 5.69330], [-4.21350, 0.52775, 4.01385], [-2.63735, 0.16216, 4.70805], [-3.04435, -3.23670, 4.89951], [-1.97258, -1.88010, 5.01104], [-1.22914, -3.19917, 3.20498], [-2.85651, -3.42354, 2.61829], [-1.77450, -0.63840, 2.71109], [-3.16243, -1.24167, 1.92047], [-2.37113, -1.84045, -2.40920], [-3.57836, -1.02875, -1.69670], [-2.96277, -3.68791, 0.55831], [0.12005, -2.30123, -0.53725], [-1.03437, -5.87453, 1.53335], [-0.18632, -4.39437, -1.59823], [2.26373, -4.04948, 3.53944], [-0.47443, -0.33616, -0.49800], [-1.45477, 1.69257, 1.18778], [-2.68299, 0.71466, 0.45479], [-0.45946, 1.68814, -1.14000], [-1.91610, 2.45863, -0.91090], [-0.60920, 5.41378, -4.61885], [-0.89508, 6.22268, -5.68392], [-1.92399, 5.65099, -6.38301], [-2.27673, 4.44971, -5.71137], [-1.44926, 4.33272, -4.62679], [0.10429, 5.58180, -3.93417], [-0.34397, 7.13163, -5.85259], [-2.37479, 6.04861, -7.27613], [-3.04861, 3.75336, -5.99356], [-1.38533, 3.57533, -3.86338], [-5.65087, 2.33586, -0.92348], [-6.39797, 3.48145, -0.85525], [-5.91009, 4.35799, -1.78523], [-4.82853, 3.71823, -2.44868], [-4.69205, 2.47223, -1.89783], [-5.78879, 1.52519, -0.35115], [-7.20911, 3.57277, -0.15383], [-6.28797, 5.34812, -1.97397], [-4.22314, 4.12707, -3.24128], [-4.00016, 1.67407, -2.11662], [-5.17276, -4.76044, 4.33630], [-4.90824, -5.69917, 3.37348], [-5.64533, -6.81568, 3.66090], [-6.38729, -6.53930, 4.84047], [-6.07650, -5.26490, 5.23083], [-4.76971, -3.84412, 4.37750], [-4.22083, -5.49283, 2.56994], [-5.65455, -7.72872, 3.09005], [-7.07139, -7.20129, 5.34306], [-6.41836, -4.67637, 6.06447], [6.94826, -3.30002, -2.78380], [5.97213, -2.38790, -2.48527], [6.08578, -1.34796, -3.36850], [7.17031, -1.64593, -4.23613], [7.67979, -2.85615, -3.85097], [7.10484, -4.16138, -2.29578], [5.28521, -2.55569, -1.67340], [5.46279, -0.46963, -3.39139], [7.53413, -1.04035, -5.04851], [8.49693, -3.43691, -4.24215], [6.20733, 2.00890, -1.05033], [7.31234, 2.80058, -0.88267], [8.25057, 2.07113, -0.20474], [7.69277, 0.78692, 0.04233], [6.43381, 0.77896, -0.49233], [5.36684, 2.28507, -1.51285], [7.33460, 3.80922, -1.25825], [9.22944, 2.41682, 0.08091], [8.16438, -0.03611, 0.55203], [5.68321, 0.00788, -0.52520]], "mulliken_charge": [-0.711, -0.443, -1.804, 1.260, -0.886, -0.238, 0.955, -0.472, -0.576, -2.007, 0.807, -0.656, -0.447, -0.506, 0.923, -0.609, 0.562, -0.272, 0.202, -0.465, -0.203, 0.417, -0.224, 0.363, -0.367, 0.400, -0.547, -0.507, 0.695, -0.249, -0.248, 0.604, -0.258, -0.145, 0.508, -0.272, -0.256, 0.522, -0.424, -0.250, -0.209, 0.501, -1.026, -0.231, 0.303, 0.277, 0.267, 1.040, 0.283, 0.051, -0.446, 0.327, 0.446, 0.190, 0.193, 0.216, 0.900, 0.377, 0.371, 0.360, 1.086, 0.322, 0.595, 0.006, 0.398, 0.101, -0.421, -0.601, -0.625, -0.359, 0.409, 0.390, 0.395, 0.433, 0.485, 0.052, -0.467, -0.757, -0.040, -0.810, 0.190, 0.401, 0.406, 0.472, 0.555, 0.136, -0.191, -0.638, -0.610, -0.423, 0.254, 0.265, 0.412, 0.400, 0.392, 0.034, -0.248, -0.062, -0.787, -0.472, 0.179, 0.037, 0.477, 0.396, 0.398, 0.201, -0.559, -0.554, -0.790, -0.400, 0.224, 0.462, 0.414, 0.437, 0.633], "lumo_ev": -4.48, "total_charge": 1}

=====

No. 2
{"formula": "C34H46Cl2N3O2P2RuS", "method": "ωB97M-V with the def2-TZVPD basis set", "symbols": ["Ru", "C", "C", "C", "P", "C", "C", "C", "C", "C", "C", "C", "C", "C", "N", "C", "C", "C", "C", "C", "C", "P", "C", "C", "C", "C", "C", "C", "H", "H", "H", "H", "H", "H", "H", "H", "H", "H", "H", "H", "H", "H", "H", "H", "H", "H", "H", "H", "H", "H", "H", "H", "H", "H", "H", "H", "H", "H", "H", "H", "H", "H", "H", "H", "Cl", "Cl", "C", "C", "C", "C", "C", "C", "C", "O", "O", "H", "H", "H", "H", "S", "C", "N", "C", "C", "N", "H", "H", "H", "H", "H", "H"], "coordinates": [[0.17646, -0.27179, 0.63491], [3.35778, -2.12688, 1.48340], [2.77192, -2.83003, 0.25541], [3.23579, -4.28871, 0.22217], [0.95880, -2.50421, 0.09165], [0.32207, -3.27035, -1.46879], [-1.04899, -2.65211, -1.78717], [0.17955, -4.79316, -1.44441], [0.00358, -3.30028, 1.43360], [0.27704, -4.52634, 2.01663], [-0.46968, -4.98211, 3.09978], [-1.49514, -4.19919, 3.61722], [-1.82207, -3.00046, 3.01770], [-1.10522, -2.55888, 1.89855], [-1.42200, -1.37016, 1.23214], [-2.73808, -0.97053, 1.10786], [-3.80987, -1.88523, 1.19174], [-5.10905, -1.44368, 1.08041], [-5.37044, -0.09215, 0.87417], [-4.31689, 0.79831, 0.70040], [-2.99791, 0.38006, 0.79486], [-1.56272, 1.40996, 0.30215], [-2.20840, 2.02340, -1.32727], [-1.32052, 3.04619, -2.02839], [-2.50984, 0.84252, -2.25879], [-1.49401, 2.90816, 1.38663], [-0.69040, 2.63043, 2.65592], [-2.86253, 3.49287, 1.73156], [4.43519, -2.30312, 1.50075], [2.93022, -2.52324, 2.40580], [3.19867, -1.05219, 1.46715], [3.15151, -2.33771, -0.64264], [2.97092, -4.81930, 1.13511], [4.32569, -4.28406, 0.16315], [2.87019, -4.84160, -0.63995], [1.04109, -2.96902, -2.23642], [-1.82538, -3.11295, -1.16882], [-1.30257, -2.83122, -2.83407], [-1.07261, -1.57575, -1.61476], [-0.41531, -5.12145, -0.59040], [1.13050, -5.31888, -1.42302], [-0.34460, -5.10392, -2.35057], [1.07692, -5.14192, 1.63416], [-0.23697, -5.94013, 3.54707], [-2.04326, -4.52667, 4.49154], [-2.60045, -2.37529, 3.43450], [-3.60762, -2.94006, 1.30734], [-5.92345, -2.15491, 1.13167], [-6.39145, 0.26221, 0.80978], [-4.54371, 1.82957, 0.47284], [-3.14994, 2.51029, -1.06356], [-0.37240, 2.61504, -2.34814], [-1.08816, 3.90078, -1.39803], [-1.84604, 3.40637, -2.91602], [-1.59082, 0.31985, -2.53023], [-2.96494, 1.21100, -3.17943], [-3.19309, 0.11879, -1.81264], [-0.92512, 3.61812, 0.78379], [-1.15858, 1.85140, 3.26357], [-0.63794, 3.54059, 3.25795], [0.32697, 2.32114, 2.42349], [-3.43526, 2.82117, 2.37255], [-3.45923, 3.74098, 0.85072], [-2.70483, 4.41987, 2.28544], [0.89113, -0.37785, 2.88766], [1.07029, -2.07558, -5.98159], [1.57148, -1.31669, -4.50716], [0.67881, -0.51030, -3.82053], [1.06913, 0.04499, -2.61079], [2.34119, -0.17628, -2.09976], [3.24281, -0.93711, -2.83488], [2.85876, -1.52500, -4.03025], [2.78381, 0.44207, -0.79671], [3.94284, 0.72605, -0.62733], [1.85095, 0.65237, 0.11574], [-0.30014, -0.31754, -4.24296], [0.39589, 0.69630, -2.06834], [4.25165, -1.06144, -2.46029], [3.55080, -2.13185, -4.60032], [1.61545, 3.51937, -0.29646], [2.19181, 5.00414, 0.20763], [3.48308, 5.29185, 0.43387], [3.70711, 6.64181, 0.93972], [2.30951, 7.27733, 0.79898], [1.47101, 6.11790, 0.48466], [4.18562, 4.57458, 0.40013], [4.45551, 7.16187, 0.34629], [4.04027, 6.62399, 1.97787], [2.27925, 8.01669, -0.00161], [1.98273, 7.75197, 1.72124], [0.52589, 6.20686, 0.16152]], "lowdin_spin": [2.267, 0.001, 0.014, 0.005, 0.086, 0.016, 0.015, 0.004, 0.068, -0.005, 0.082, -0.006, 0.068, 0.026, 0.384, 0.020, 0.085, -0.010, 0.105, -0.006, 0.086, 0.087, 0.016, 0.001, 0.003, 0.026, 0.005, 0.005, 0.000, 0.001, 0.000, 0.000, 0.000, 0.001, 0.000, 0.000, 0.000, 0.001, 0.012, 0.000, 0.000, 0.001, -0.001, 0.004, -0.002, 0.001, 0.003, -0.002, 0.006, -0.002, 0.002, 0.000, 0.000, 0.001, 0.001, 0.000, 0.001, 0.000, 0.000, 0.000, 0.002, 0.000, 0.000, 0.002, 0.330, 0.000, 0.000, 0.004, 0.015, 0.009, 0.000, 0.004, 0.012, 0.017, 0.116, 0.000, 0.008, 0.000, 0.000, 0.003, 0.000, 0.000, 0.000, 0.000, 0.000, 0.000, 0.000, 0.000, 0.000, 0.000, 0.000], "spin_multiplicity": 5, "lumo_ev": [-2.54, -5.44], "s_squared": 6.049, "total_charge": 1}

=====

Number 1: energy -149275.33363 eV. Number 2: energy -101606.24832 eV.